No. 1
Molecular formula: C7H7NO4
Method: DFT, wB97M-V/def2-TZVPD

Output
Maximum force, eV/A: 3.58
E_tot, eV: -17046.6649
SMILES: CC1=C(O)C=CC=C([N+](=O)[O-])O1
Molar mass, g/mol: 169.14
Relative energy (zero: lowest compared OMol25 entry of this formula, charge and spin), kcal/mol: 107.13

CARTESIAN COORDINATES (ANGSTROEM)
1 C 1.7821 1.7194 -0.1295
2 C 0.4597 2.1966 -0.3854
3 H -1.7025 1.8982 -0.6492
4 H 0.3053 3.3038 -0.5740
5 H -0.8662 -2.7873 -0.9196
6 C -0.6903 0.0312 -0.0460
7 C -0.0176 -2.3375 -0.2376
8 O 4.0711 0.6035 0.7535
9 O 3.4606 -1.3252 -0.1352
10 C -0.6689 1.4122 -0.4461
11 O 1.3020 -0.4282 -1.0907
12 H -2.2353 0.4895 0.9141
13 O -1.8332 -0.4009 0.5919
14 H -0.3189 -2.6552 0.8272
15 H 0.9856 -2.8409 -0.4550
16 N 3.2665 -0.1341 0.1508
17 C 2.0612 0.4035 -0.2697
18 H 2.2927 2.3918 0.6156
19 C 0.2064 -0.9054 -0.4600

No. 2
Molecular formula: C17H18FN2P
Method: DFT, wB97M-V/def2-TZVPD

Output
Maximum force, eV/A: 10.17
E_tot, eV: -32896.0529
SMILES: C#CCP(C#C)CCF.c1ccncc1.c1ccncc1
Molar mass, g/mol: 300.32

CARTESIAN COORDINATES (ANGSTROEM)
1 H -0.7037 -2.0912 2.7849
2 C 0.6317 -3.6862 3.3329
3 H 2.3416 -1.4452 2.4960
4 H -4.1589 2.0759 0.6532
5 C -3.0373 1.8078 0.8588
6 H -0.9489 0.5606 -3.4761
7 C -1.4657 -3.3087 4.3991
8 H 2.4001 2.9146 -3.9291
9 H -2.7378 2.0023 1.9979
10 C 1.7850 2.1192 -4.3397
11 C -0.0124 -5.0854 5.0395
12 F -2.7046 0.3702 0.5972
13 H 1.5194 -0.0148 -6.9413
14 C -1.9747 2.6780 -0.0827
15 C -0.5308 -2.9395 3.4375
16 H -2.0034 2.2543 -1.1896
17 C 2.1170 1.5055 -5.5369
18 C -0.0831 0.8036 -4.0858
19 H 2.6298 5.6144 1.3640
20 C 1.7328 4.8986 1.0353
21 N 0.9132 -4.7519 4.1136
22 H 1.2612 1.3870 -1.3249
23 H 2.9986 1.8112 -6.0887
24 H 0.2382 -5.9442 5.6554
25 C 1.4809 -0.0761 0.4900
26 P -0.2241 2.2627 0.5942
27 H -0.3007 0.2376 -1.0174
28 C 1.2907 0.4904 -6.0074
29 N 0.7011 1.7915 -3.6026
30 C -1.2053 -4.4030 5.2172
31 H -1.9138 -4.7169 5.9752
32 C 2.0425 -0.9663 1.4546
33 H -0.4954 -0.6584 -5.6089
34 C 0.5648 0.8818 -0.5228
35 C 0.1681 0.1290 -5.2697
36 H -2.2175 3.8276 -0.1126
37 H -2.3894 -2.7483 4.5098
38 H 1.3905 -3.4400 2.5954
39 C 0.9004 3.8525 0.5346

No. 3
Molecular formula: C34H25FN2O25P2S
Method: DFT, wB97M-V/def2-TZVPD

Output
Maximum force, eV/A: 6.44
E_tot, eV: -121955.6947
SMILES: N#C[C@H]([C@@H](C#N)PP(=O)(O)O)S(=O)(=O)F.O=C1C=C(O)C(=O)C=C1O.O=C1C=C(O)C(=O)C=C1O.O=C1C=C(O)C(=O)C=C1O.O=C1C=C(O)C(=O)C=C1O.O=C1C=C(O)C(=O)C=C1O
Molar mass, g/mol: 974.58

CARTESIAN COORDINATES (ANGSTROEM)
1 H 4.7359 5.7197 6.3112
2 H -3.5440 -8.0035 6.1145
3 C 3.9391 4.3677 4.5902
4 O 3.9800 6.2923 6.0749
5 H -5.1401 -5.6533 7.0314
6 N -1.3937 3.9907 1.0409
7 P -0.0851 1.0599 -1.1690
8 C -1.6982 1.7075 -0.4159
9 C 2.2673 6.1787 4.4736
10 C 3.3561 5.6622 5.0488
11 C -4.5361 -10.3032 3.2541
12 C 1.0468 5.5838 -5.8721
13 C -4.2482 -9.3243 4.3057
14 C 6.8341 4.4271 -4.0873
15 O 7.4339 0.9394 -3.8380
16 H -3.4566 -2.2724 1.9905
17 O -2.6566 -13.0773 4.4329
18 O 1.3460 1.7736 -3.8844
19 C 4.6527 3.1396 -4.0022
20 O -4.7275 -8.2048 4.3038
21 H 1.8365 7.1172 4.7952
22 H 3.5714 3.1533 -4.0100
23 O -1.1454 2.4926 -3.5948
24 O 4.7431 5.4900 -4.1217
25 C 5.3417 4.4306 -4.0721
26 P -0.2049 1.3352 -3.3354
27 C -3.1068 -11.9442 4.4178
28 H 8.6099 3.2710 -4.0226
29 H 6.7369 6.2906 -4.2149
30 H 1.2681 3.7760 -4.4171
31 H -3.7601 -13.2440 2.6000
32 C -5.4220 -3.2617 5.0613
33 C 3.2657 3.6574 3.5011
34 C -4.7298 -2.7646 3.8696
35 C -5.0029 -4.3711 5.6753
36 C 1.2516 6.2388 -8.2063
37 C -3.8226 -5.1373 5.1775
38 C 6.8380 1.9993 -3.9209
39 H 1.4321 6.6535 -10.0220
40 H 3.6886 2.7115 3.1903
41 O 0.8004 5.8532 -4.7109
42 O 0.6220 5.9259 2.8080
43 S -3.5053 -0.5043 -0.4924
44 C -1.3906 2.9575 0.4714
45 C 1.6881 3.8437 -7.5014
46 C 0.9893 6.5825 -6.9428
47 C 5.3462 2.0027 -3.9334
48 H -2.4207 1.9653 -1.2514
49 H -2.1328 -11.2707 6.2505
50 H -1.4952 -0.0925 0.8911
51 O 1.2060 7.1491 -9.2106
52 C -2.7988 -10.9606 5.4566
53 H 1.9641 2.8352 -7.7795
54 O 1.5013 3.2800 -5.2265
55 H 0.7285 7.5943 -6.6635
56 C 1.6061 5.4806 3.3675
57 H -2.3038 -5.2288 3.6128
58 O -5.0659 -1.7512 3.2877
59 C -3.3267 -9.7329 5.4105
60 H -6.2738 -2.6954 5.4125
61 O 4.7229 0.7955 -3.8704
62 C 1.6071 4.8371 -8.5744
63 O 4.9450 3.9386 5.1291
64 H 5.4414 0.1339 -3.8264
65 O -3.0476 -8.8121 6.3642
66 H 1.8999 0.9504 -3.8462
67 H -5.1898 -9.9901 2.4513
68 O -0.6966 -0.0988 -4.1143
69 C -3.5681 -3.5465 3.3571
70 C 1.4291 4.1873 -6.2368
71 C -3.0575 1.1441 1.7746
72 H -0.0039 -0.3524 -0.8919
73 H 0.7796 4.0964 1.6726
74 O -5.6317 -4.8484 6.7781
75 O -4.4677 -1.0837 0.4680
76 N -3.8418 1.4689 2.5932
77 O -4.2574 -12.4450 2.3360
78 C -4.0044 -11.5271 3.3010
79 O -2.9607 -3.0814 2.2385
80 C -3.1463 -4.6540 3.9732
81 C 2.1741 4.1711 2.9268
82 O -4.2528 0.2421 -1.5198
83 H -0.0101 -0.3477 -4.7768
84 O 1.8218 4.5595 -9.7420
85 O -3.4584 -6.1359 5.7759
86 F -2.6222 -1.6693 -1.2583
87 C 7.5286 3.2877 -4.0148
88 O 1.5370 3.5253 1.9192
89 O 7.4546 5.6280 -4.1772
90 C -2.3396 0.5527 0.4931

No. 4
Molecular formula: C6H12O
Method: DFT, wB97M-V/def2-TZVPD

Output
Maximum force, eV/A: 0.28
E_tot, eV: -8463.2825
SMILES: CC/C=C/OCC
Molar mass, g/mol: 100.16
Relative energy (zero: lowest compared OMol25 entry of this formula, charge and spin), kcal/mol: 24.71

CARTESIAN COORDINATES (ANGSTROEM)
1 C -0.2051 0.8085 -0.6211
2 H 3.5997 1.6176 -0.5499
3 H -1.9442 -1.8602 -1.1841
4 H -0.0682 -1.0812 0.2930
5 C 3.2762 1.1349 0.3766
6 C -0.6725 -0.3992 -0.3004
7 C 1.9711 0.4003 0.1634
8 C -2.0404 -0.8877 -0.6823
9 H -2.4892 -0.2056 -1.4155
10 H -3.9402 -1.4445 0.2391
11 H -2.5265 -1.7087 1.2748
12 H 1.6131 -0.0340 1.1074
13 H -0.7992 1.5293 -1.1804
14 H 4.0528 0.4321 0.6948
15 O 1.0190 1.3210 -0.3408
16 H 2.0820 -0.4219 -0.5593
17 H -3.1248 -0.0659 1.0091
18 H 3.1620 1.9020 1.1478
19 C -2.9655 -1.0366 0.5280

No. 5
Molecular formula: C10H14IN2
Method: DFT, wB97M-V/def2-TZVPD

Output
Maximum force, eV/A: 7.11
Multiplicity: 3
Net charge: +1
<S²>: 2.0243
E_tot, eV: -21667.2933
Molar mass, g/mol: 289.14
Relative energy (zero: lowest compared OMol25 entry of this formula, charge and spin), kcal/mol: 17.34

CARTESIAN COORDINATES (ANGSTROEM)
1 H 3.0676 -0.3997 0.1444
2 C -1.1913 0.5511 -1.0206
3 C 2.0281 1.1106 1.8146
4 N 2.3407 -0.5296 -0.5205
5 H 2.4459 0.3219 2.4030
6 H -0.9858 -2.4379 -3.4343
7 H 0.9168 -1.8377 -2.1074
8 C -1.1753 1.7057 -0.1291
9 H -1.0842 0.4222 1.6615
10 C -2.2094 0.2584 -1.8346
11 C -2.1395 -0.8076 -2.6768
12 C 1.1953 0.0569 -0.1976
13 H -2.2763 2.0305 0.0075
14 C 0.0508 -1.2653 -2.0118
15 H -0.2236 -3.2889 4.7856
16 H 2.4573 -0.6408 -1.5899
17 C -1.0875 -1.6220 -2.7217
18 H -3.1402 0.7407 -1.7341
19 H 2.9933 1.6140 1.4517
20 H -3.0393 -1.0641 -3.3385
21 I -0.0617 -2.7113 3.3290
22 H -0.3371 2.1366 1.8484
23 C -0.4304 1.2770 1.1031
24 N 0.9452 0.7158 0.9195
25 H 1.6384 1.8304 2.5294
26 H -0.6486 2.5816 -0.5283
27 C -0.0184 -0.2381 -1.0838

> The lowest maximum force belongs to which entry?

C6H12O